{
  "formula": "C4H5LiO3Rb",
  "method": "the ωB97M-V functional and the def2-TZVPD basis",
  "symbols": ["Rb", "O", "O", "O", "C", "C", "C", "C", "Li", "H", "H", "H", "H", "H"],
  "coordinates": [[-0.394, -3.576, 0.480], [1.375, 3.686, -0.908], [-0.645, -0.788, 1.734], [0.646, 3.247, -2.074], [0.392, 0.891, 0.413], [-0.158, 1.151, -1.050], [0.545, 1.848, -2.132], [-0.404, 0.443, 1.477], [0.136, 3.189, 0.330], [-1.002, 1.210, 2.013], [0.370, 1.760, -3.218], [1.241, 0.880, -2.169], [-1.236, 0.959, -1.133], [1.482, 0.806, 0.533]],
  "spin_multiplicity": 2,
  "relative_energy_kcal_mol": 106.2,
  "total_charge": 0,
  "total_energy_ha": -412.468803,
  "homo_lumo_gap_ev": [3.1, 4.7],
  "homo_ev": [-4.63, -6.20],
  "s2": 0.775
}

=====

{
  "formula": "C6H13NO4",
  "method": "the ωB97M-V functional and the def2-TZVPD basis",
  "symbols": ["O", "O", "O", "O", "N", "C", "C", "C", "C", "C", "C", "H", "H", "H", "H", "H", "H", "H", "H", "H", "H", "H", "H", "H"],
  "coordinates": [[-0.748, -2.013, 0.292], [-2.000, -0.611, -1.322], [2.987, -0.486, -0.782], [-0.841, 2.282, 0.007], [1.116, 0.575, 1.254], [1.532, -0.531, -0.876], [-0.503, 1.066, -0.642], [0.038, -0.251, 1.811], [0.963, 0.715, -0.206], [-1.540, 0.155, -0.216], [-1.091, -0.785, 0.913], [-1.974, -0.837, 1.558], [-0.418, 0.254, 2.696], [0.420, -1.134, 2.309], [-1.251, -0.875, -1.966], [1.508, 1.386, 1.734], [-0.458, 3.090, -0.452], [1.504, 1.672, -0.477], [-0.498, 1.101, -1.747], [3.185, -0.796, 0.144], [1.215, -1.532, -0.515], [1.151, -0.502, -1.867], [-2.468, 0.638, 0.047], [-1.303, -2.081, -0.501]],
  "relative_energy_kcal_mol": 47.2,
  "total_charge": 0,
  "total_energy_ha": -592.059180,
  "homo_lumo_gap_ev": 9.1,
  "homo_ev": -8.55,
  "smiles": "OC[C@@H]1NC[C@H](O)[C@H](O)[C@H]1O"
}

=====

{
  "formula": "C13H12Br2NOs",
  "method": "the ωB97M-V functional and the def2-TZVPD basis",
  "symbols": ["Os", "Br", "Br", "N", "C", "C", "C", "C", "C", "C", "C", "C", "C", "C", "C", "C", "C", "H", "H", "H", "H", "H", "H", "H", "H", "H", "H", "H", "H"],
  "coordinates": [[0.228, 0.408, -0.266], [0.775, -0.529, 2.226], [-0.398, -0.273, -2.346], [1.471, 2.008, 0.308], [2.329, 3.294, 3.689], [-3.589, 2.816, 1.400], [0.004, 2.804, 2.175], [-3.670, 1.697, 0.482], [2.443, 2.691, 2.412], [1.090, 3.642, 4.229], [-1.180, 2.469, 1.551], [-1.275, 1.338, 0.510], [-2.404, 3.175, 1.913], [1.325, 2.483, 1.673], [0.149, -1.349, 0.667], [-2.566, 0.996, 0.075], [-0.039, 3.449, 3.485], [3.428, 2.457, 2.025], [2.453, 1.786, 0.124], [-4.491, 3.354, 1.663], [-0.994, 3.714, 3.914], [-2.708, 0.166, -0.602], [3.238, 3.527, 4.234], [-2.349, 4.048, 2.547], [-0.853, -1.763, 0.751], [1.030, 4.079, 5.217], [1.250, 2.783, -0.332], [-4.642, 1.420, 0.088], [0.862, -2.046, 0.223]],
  "total_charge": 3,
  "total_energy_ha": -5794.789738,
  "homo_lumo_gap_ev": [5.9, 5.5],
  "homo_ev": [-20.30, -19.96]
}

=====

{
  "formula": "C5H13N3O",
  "method": "the ωB97M-V functional and the def2-TZVPD basis",
  "symbols": ["O", "N", "N", "N", "C", "C", "C", "C", "C", "H", "H", "H", "H", "H", "H", "H", "H", "H", "H", "H", "H", "H"],
  "coordinates": [[-0.542, 0.921, -1.398], [1.367, 0.282, 0.022], [-0.978, -1.106, -0.291], [2.069, 0.551, -1.194], [-0.261, 0.179, -0.409], [-0.405, 0.646, 1.002], [-1.880, -1.536, -1.337], [-1.185, 1.863, 1.296], [2.094, -0.745, 0.767], [-0.565, -1.826, 0.286], [3.121, -0.421, 0.955], [1.367, 0.970, -1.818], [2.134, -1.705, 0.237], [-2.119, 1.603, 1.806], [-2.073, -0.713, -2.023], [-1.406, 2.420, 0.384], [2.754, 1.285, -1.020], [-2.833, -1.856, -0.908], [-0.610, 2.501, 1.979], [-1.450, -2.358, -1.922], [1.664, -0.907, 1.758], [-0.262, -0.049, 1.827]],
  "relative_energy_kcal_mol": 133.3,
  "total_charge": 0,
  "total_energy_ha": -437.641652,
  "homo_lumo_gap_ev": [8.0, 8.0],
  "homo_ev": [-8.16, -8.16]
}

=====

Please write out number 4 again, unchanged.
{
  "formula": "C5H13N3O",
  "method": "the ωB97M-V functional and the def2-TZVPD basis",
  "symbols": ["O", "N", "N", "N", "C", "C", "C", "C", "C", "H", "H", "H", "H", "H", "H", "H", "H", "H", "H", "H", "H", "H"],
  "coordinates": [[-0.542, 0.921, -1.398], [1.367, 0.282, 0.022], [-0.978, -1.106, -0.291], [2.069, 0.551, -1.194], [-0.261, 0.179, -0.409], [-0.405, 0.646, 1.002], [-1.880, -1.536, -1.337], [-1.185, 1.863, 1.296], [2.094, -0.745, 0.767], [-0.565, -1.826, 0.286], [3.121, -0.421, 0.955], [1.367, 0.970, -1.818], [2.134, -1.705, 0.237], [-2.119, 1.603, 1.806], [-2.073, -0.713, -2.023], [-1.406, 2.420, 0.384], [2.754, 1.285, -1.020], [-2.833, -1.856, -0.908], [-0.610, 2.501, 1.979], [-1.450, -2.358, -1.922], [1.664, -0.907, 1.758], [-0.262, -0.049, 1.827]],
  "relative_energy_kcal_mol": 133.3,
  "total_charge": 0,
  "total_energy_ha": -437.641652,
  "homo_lumo_gap_ev": [8.0, 8.0],
  "homo_ev": [-8.16, -8.16]
}

=====

What did the first record say?
{
  "formula": "C4H5LiO3Rb",
  "method": "the ωB97M-V functional and the def2-TZVPD basis",
  "symbols": ["Rb", "O", "O", "O", "C", "C", "C", "C", "Li", "H", "H", "H", "H", "H"],
  "coordinates": [[-0.394, -3.576, 0.480], [1.375, 3.686, -0.908], [-0.645, -0.788, 1.734], [0.646, 3.247, -2.074], [0.392, 0.891, 0.413], [-0.158, 1.151, -1.050], [0.545, 1.848, -2.132], [-0.404, 0.443, 1.477], [0.136, 3.189, 0.330], [-1.002, 1.210, 2.013], [0.370, 1.760, -3.218], [1.241, 0.880, -2.169], [-1.236, 0.959, -1.133], [1.482, 0.806, 0.533]],
  "spin_multiplicity": 2,
  "relative_energy_kcal_mol": 106.2,
  "total_charge": 0,
  "total_energy_ha": -412.468803,
  "homo_lumo_gap_ev": [3.1, 4.7],
  "homo_ev": [-4.63, -6.20],
  "s2": 0.775
}